C46H47ClLaN7OTe | ωB97M-V with the def2-TZVPD basis set

Element x y z (Å)
La 0.097 0.039 -0.833
C -1.420 3.303 -4.104
C -1.409 2.760 -2.836
N -0.270 2.395 -2.238
C 0.868 2.602 -2.908
C 0.822 3.060 -4.235
N -0.300 3.414 -4.824
C 2.137 2.350 -2.189
C 3.316 2.887 -2.631
C 4.497 2.737 -1.863
C 4.373 2.064 -0.673
C 3.144 1.526 -0.254
N 2.010 1.648 -1.023
C 3.045 0.741 0.944
C 4.005 0.813 1.991
N 3.976 0.059 3.052
C 2.954 -0.828 3.132
C 1.964 -0.857 2.189
N 1.963 -0.061 1.103
C 5.785 3.267 -2.335
C 6.805 3.628 -1.455
C 8.002 4.107 -1.960
N 8.257 4.251 -3.256
C 7.286 3.913 -4.094
C 6.052 3.427 -3.693
H -2.345 3.624 -4.562
H -2.330 2.593 -2.291
H 1.728 3.120 -4.824
H 3.336 3.479 -3.533
H 5.251 1.885 -0.068
H 4.804 1.543 1.933
H 2.935 -1.488 3.989
H 1.121 -1.529 2.301
H 6.675 3.574 -0.382
H 8.795 4.395 -1.280
H 7.502 4.028 -5.149
H 5.329 3.153 -4.447
C -3.505 1.979 0.816
C -2.499 1.342 1.729
C -1.502 2.119 2.320
C -0.616 1.572 3.235
C -0.701 0.228 3.565
C -1.652 -0.570 2.945
C -2.548 -0.016 2.042
H -4.122 1.235 0.317
H -3.014 2.582 0.050
H -4.162 2.646 1.374
H -1.443 3.174 2.084
H 0.133 2.199 3.698
H -0.017 -0.193 4.288
H -1.718 -1.626 3.177
H -3.294 -0.647 1.575
Cl -2.645 -0.703 -1.181
C -1.556 -0.454 -2.668
H -2.116 0.261 -3.277
H -1.594 -1.411 -3.187
C 2.353 -3.721 -1.927
C 1.358 -2.644 -1.611
O 1.765 -1.446 -1.610
N 0.085 -2.831 -1.301
Te -0.592 -4.681 -1.151
C -1.213 -5.413 -3.030
C -0.873 -4.889 -4.272
C -0.043 -3.658 -4.492
C -1.327 -5.562 -5.406
C -2.081 -6.719 -5.334
C -2.546 -7.432 -6.568
C -2.387 -7.223 -4.072
C -1.960 -6.599 -2.909
C -2.350 -7.195 -1.585
C -2.359 -4.149 -0.162
C -3.531 -3.719 -0.786
C -3.672 -3.460 -2.253
C -4.629 -3.451 0.027
C -4.582 -3.569 1.406
C -5.784 -3.277 2.250
C -3.385 -3.964 1.993
C -2.265 -4.264 1.231
C -1.002 -4.680 1.933
H 3.311 -3.270 -2.168
H 2.021 -4.326 -2.776
H 2.478 -4.390 -1.071
H 0.115 -3.073 -3.589
H -0.528 -3.011 -5.225
H 0.931 -3.935 -4.903
H -1.073 -5.155 -6.378
H -2.354 -6.845 -7.464
H -3.614 -7.641 -6.517
H -2.031 -8.387 -6.672
H -2.976 -8.129 -3.990
H -2.858 -8.144 -1.748
H -3.032 -6.552 -1.023
H -1.486 -7.408 -0.948
H -2.791 -2.986 -2.677
H -4.513 -2.789 -2.417
H -3.860 -4.377 -2.812
H -5.540 -3.101 -0.441
H -6.499 -2.651 1.721
H -5.501 -2.773 3.173
H -6.291 -4.203 2.525
H -3.322 -4.045 3.071
H -1.141 -4.614 3.010
H -0.151 -4.040 1.675
H -0.720 -5.711 1.705

Values from the calculation:
⟨S²⟩: 0.78
E_HOMO (alpha / beta), eV: -7.4 / -10.8
Relative energy (zero: lowest compared OMol25 entry of this formula, charge and spin), kJ/mol: 85.50
Gap between HOMO and LUMO (alpha / beta), eV: 4.8 / 8.1
2S+1: 2
Net charge: +1

***

C46H48BF18N7OSSi | ωB97M-V with the def2-TZVPD basis set

Element x y z (Å)
C -1.784 0.662 1.605
B -2.237 0.863 0.116
O -3.585 0.825 -0.197
Si -0.971 1.260 -1.429
C 0.717 1.917 -0.932
C 1.569 2.439 -2.109
C 1.077 3.800 -2.639
C 2.242 4.627 -3.201
C 1.834 5.647 -4.264
F 1.924 6.909 -3.706
F 0.538 5.522 -4.665
C 2.740 5.738 -5.521
F 2.325 6.737 -6.297
F 3.984 6.016 -5.113
S 2.845 4.173 -6.592
F 3.965 4.871 -7.474
F 3.964 3.569 -5.636
F 1.720 3.436 -5.736
F 1.725 4.719 -7.574
F 2.962 2.876 -7.487
C -0.912 -0.238 -2.670
F -0.222 0.047 -3.824
F -2.226 -0.446 -3.035
C -0.433 -1.633 -2.202
F -1.158 -2.003 -1.110
F -0.716 -2.513 -3.188
C 1.099 -1.794 -1.883
F 1.800 -0.742 -2.348
F 1.556 -2.909 -2.491
C 1.444 -1.962 -0.375
F 0.797 -1.071 0.385
F 1.163 -3.185 0.049
F 2.747 -1.747 -0.215
H -2.635 0.846 2.270
H -1.483 -0.380 1.777
H -0.966 1.320 1.907
H -3.988 -0.017 0.059
H -1.624 2.326 -2.228
H 0.533 2.754 -0.247
H 1.306 1.195 -0.362
H 2.602 2.537 -1.759
H 1.562 1.733 -2.942
H 0.574 4.349 -1.838
H 0.335 3.613 -3.416
H 2.691 5.196 -2.384
H 3.013 3.952 -3.566
C -3.324 7.108 -2.279
C -3.246 6.521 -1.026
C -1.992 6.291 -0.482
N -0.852 6.603 -1.097
C -0.942 7.166 -2.302
C -2.147 7.438 -2.932
H -4.284 7.303 -2.739
H -4.138 6.244 -0.480
H -1.891 5.835 0.497
H -0.005 7.401 -2.790
H -2.159 7.894 -3.912
C 1.393 -0.301 5.470
C 1.998 0.900 5.806
C 2.293 1.791 4.783
N 2.021 1.561 3.499
C 1.438 0.401 3.198
C 1.110 -0.559 4.140
H 1.139 -1.029 6.230
H 2.237 1.143 6.832
H 2.773 2.740 4.999
H 1.214 0.239 2.154
H 0.629 -1.480 3.840
C -2.014 -4.031 6.828
C -2.402 -4.096 5.499
C -2.430 -2.922 4.761
N -2.108 -1.731 5.258
C -1.731 -1.685 6.534
C -1.662 -2.798 7.358
H -1.978 -4.925 7.437
H -2.683 -5.037 5.042
H -2.732 -2.936 3.719
H -1.467 -0.700 6.906
H -1.340 -2.699 8.386
C 6.462 0.155 4.680
C 7.687 0.802 4.639
C 7.783 1.987 3.924
N 6.764 2.540 3.271
C 5.593 1.906 3.318
C 5.391 0.719 4.006
H 6.344 -0.771 5.228
H 8.552 0.400 5.149
H 8.725 2.523 3.870
H 4.775 2.371 2.779
H 4.418 0.249 4.008
C -1.699 -9.874 5.417
C -1.138 -9.086 4.426
C -1.868 -8.007 3.951
N -3.082 -7.684 4.393
C -3.608 -8.453 5.346
C -2.962 -9.552 5.889
H -1.162 -10.725 5.815
H -0.157 -9.300 4.026
H -1.461 -7.366 3.176
H -4.599 -8.172 5.687
H -3.438 -10.139 6.662
C -4.492 -5.569 2.236
C -5.823 -5.208 2.097
C -6.140 -4.152 1.254
N -5.236 -3.459 0.566
C -3.961 -3.816 0.706
C -3.541 -4.855 1.522
H -4.194 -6.386 2.884
H -6.603 -5.731 2.634
H -7.171 -3.842 1.121
H -3.242 -3.239 0.132
H -2.488 -5.099 1.594
C 0.394 -0.562 -8.459
C -0.415 -0.842 -9.548
C -0.801 0.208 -10.368
N -0.438 1.472 -10.167
C 0.340 1.725 -9.117
C 0.784 0.749 -8.236
H 0.716 -1.353 -7.793
H -0.743 -1.850 -9.758
H -1.433 0.029 -11.231
H 0.619 2.763 -8.978
H 1.413 1.005 -7.397

Values from the calculation:
E_HOMO, eV: -9.5
Gap between HOMO and LUMO, eV: 9.8

***

| no. | energy (Eh) | M (g mol⁻¹) |
| --- | --- | --- |
| 1 | -2999.2692 | 1015.9 |
| 2 | -4750.2765 | 1127.9 |